A 2-piece molecular cluster, C3H5N4O2 overall. Source: the Open Molecules 2025 dataset; level of theory: wB97M-V/def2-TZVPD.

Geometry as XYZ:
```
14
C3H5N4O2 | the Open Molecules 2025 dataset | wB97M-V/def2-TZVPD
C -2.3421 1.1371 0.2638
C 2.5141 -0.2119 -0.2339
C -1.2731 0.4123 0.5187
N -3.1606 1.9530 -0.0050
N 2.8553 0.9128 0.0151
N 2.0556 -1.3069 -0.5996
N -1.0874 -0.8373 0.0020
O -1.8069 -1.2989 -0.8774
O -0.2212 -1.5573 0.5637
H -0.5593 0.5981 1.2763
H -3.9910 2.3458 0.4059
H 3.5899 1.3199 0.5491
H 1.2385 -1.9083 -0.2930
H 2.1880 -1.5584 -1.5857
```

The value obtained for the LUMO energy is -4.21 eV. As for the total charge: +1. The HOMO energy comes out at -13.6 eV. The total energy is -486.372521 Ha. Its spin multiplicity is 1. Its energy relative to the best compared isomer or geometry (same formula, charge and spin) is 484.4 kJ/mol.

An isolated ion of composition C14H15N2O2S and charge +1. Source: the Open Molecules 2025 dataset; level of theory: wB97M-V/def2-TZVPD.

Geometry as XYZ:
```
34
C14H15N2O2S | the Open Molecules 2025 dataset | wB97M-V/def2-TZVPD
C -1.9140 2.7173 -2.7026
C -2.1366 1.2300 -2.8994
H -1.7081 0.8918 -3.8472
H -3.1984 0.9695 -2.8723
O -1.4545 0.5148 -1.8477
C -2.0591 -0.5198 -1.3126
O -3.1341 -0.9758 -1.6037
C -1.2560 -1.2049 -0.2566
C -0.0599 -0.9435 0.3002
C 0.8070 0.2166 0.1704
C 2.1881 0.0578 0.0228
C 3.0041 1.1660 -0.0956
C 2.4601 2.4406 -0.0528
C 1.0933 2.6050 0.1113
C 0.2674 1.5037 0.2227
H -0.7925 1.6295 0.3718
H 0.6696 3.5959 0.1572
H 3.1014 3.3026 -0.1459
H 4.0668 1.0347 -0.2259
H 2.6248 -0.9291 -0.0429
N 0.3865 -2.0596 1.1364
H 1.0312 -2.6366 0.5794
C 0.9521 -1.8767 2.4877
H 2.0364 -1.7991 2.4764
H 0.5234 -0.9717 2.9228
C 0.4329 -3.1410 3.2302
N -0.7662 -3.5148 2.5349
C -0.8431 -2.9346 1.4374
S -2.0696 -2.6992 0.2521
H 0.1871 -2.9495 4.2745
H 1.1458 -3.9698 3.1971
H -2.3625 3.0535 -1.7714
H -0.8503 2.9390 -2.6837
H -2.3730 3.2573 -3.5249
```

Its SMILES is CCOC(=O)C1=C(c2ccccc2)[N@H+]2CCN=C2S1. The value obtained for the LUMO energy is -3.94 eV. As for the total charge: +1. The HOMO energy comes out at -12.4 eV. The total energy is -1200.398345 Ha. Its spin multiplicity is 1.

C15H36NO2OsP2Si as an isolated structure. Source: the Open Molecules 2025 dataset; level of theory: wB97M-V/def2-TZVPD.

Geometry as XYZ:
```
58
C15H36NO2OsP2Si | the Open Molecules 2025 dataset | wB97M-V/def2-TZVPD
C -0.8266 0.8210 -4.0396
C -1.0236 0.4850 -2.6737
N -0.0946 0.9462 -1.7236
C 0.7700 1.8975 -2.0942
C 0.7742 2.4305 -3.3765
C -0.0019 1.8620 -4.3725
C -2.1075 -0.2485 -2.1965
P -2.1481 -0.7139 -0.4528
Os -0.0672 0.1392 0.2616
P 1.9429 1.2873 0.3427
C 1.6919 2.4424 -1.0393
O -0.3421 -3.7998 -3.7943
O 0.4230 -4.7327 -0.4512
H -1.3913 0.2573 -4.7710
H 1.4348 3.2666 -3.5499
H 0.0479 2.2484 -5.3754
C -3.5446 0.3900 -0.0751
C -2.7896 -2.3901 -0.0655
H 2.6676 2.7081 -1.4515
H 1.2669 3.3483 -0.5880
H -1.1624 -3.2989 -3.7567
H -2.7588 -0.7054 -2.9525
C 2.3644 2.2624 1.7605
C 3.4892 0.3901 -0.1181
H 1.1147 -1.0632 -0.2151
H 1.3410 -4.4561 -0.2487
H 0.2155 -4.0993 -1.1555
H 0.2175 -3.2294 -4.3334
H -0.6997 1.5581 1.0460
H 1.4715 -0.3807 -0.5302
H -4.3645 0.0344 -0.7139
H -3.8636 0.4424 0.9705
H -3.2378 1.3821 -0.4274
H -3.5843 -2.6499 -0.7858
H -1.9715 -3.1324 -0.1030
H -3.2333 -2.3980 0.9461
H 4.2644 1.1462 -0.2946
H 3.8018 -0.2761 0.7017
H 3.3347 -0.1951 -1.0379
H 3.2021 2.9169 1.4809
H 1.4832 2.8630 2.0235
H 2.6427 1.6058 2.5938
C -1.9708 0.4940 3.4012
Si -0.3893 -0.4837 3.5380
C 0.9213 0.5779 4.3494
C -0.6926 -1.9470 4.6824
C 0.1813 -1.1048 1.8040
H -2.2704 0.7971 4.4134
H -2.7698 -0.1104 2.9560
H -1.8128 1.3927 2.7941
H 0.7456 0.6041 5.4340
H 1.9172 0.1540 4.1736
H 0.8948 1.6052 3.9689
H -1.5343 -2.5507 4.3147
H 0.2087 -2.5751 4.7303
H -0.9260 -1.5842 5.6953
H 1.2438 -1.3895 1.8989
H -0.3225 -2.0748 1.6424
```

The value obtained for the LUMO energy (spin up / spin down) is -2.62 / -5.60 eV. As for the total charge: +1. The HOMO energy (spin up / spin down) comes out at -7.5 / -12.2 eV. The total energy is -1860.840566 Ha. Its spin multiplicity is 5.

C34H40N2O6S as an isolated structure. Source: the Open Molecules 2025 dataset; level of theory: wB97M-V/def2-TZVPD.

Geometry as XYZ:
```
83
C34H40N2O6S | the Open Molecules 2025 dataset | wB97M-V/def2-TZVPD
C -0.0505 -1.4554 -5.8519
N -0.3993 -0.8660 -4.5777
C -1.3185 0.1421 -4.5008
O -1.9963 0.5630 -5.4358
C -1.3306 0.5954 -3.0288
C -2.7360 0.6638 -2.4246
C -3.7123 1.5394 -3.1887
C -5.0165 1.0730 -3.3908
C -5.8977 1.8087 -4.1836
C -5.4924 3.0309 -4.7295
C -4.2120 3.5293 -4.4596
C -3.3234 2.7915 -3.6745
N -0.4634 -0.3765 -2.3681
C -0.2653 -0.3073 -1.0115
C 0.6471 -0.9887 -0.2786
C 1.1898 -0.5705 1.0659
C 2.5384 -1.2756 1.3483
C 3.4849 -0.5720 2.0691
C 4.7903 -1.0251 2.1752
C 5.1781 -2.2223 1.5656
C 6.6256 -2.6454 1.6423
C 4.2141 -2.9641 0.8735
C 2.8885 -2.5228 0.8042
C 0.3066 -1.1814 -3.3268
C 0.2199 -2.6925 -3.0580
C 1.7636 -0.7316 -3.4705
H -0.7682 -1.1226 -6.6108
H 0.9634 -1.1599 -6.1665
H -0.0825 -2.5483 -5.7620
H -0.8675 1.6071 -3.0007
H -3.1454 -0.3605 -2.3729
H -2.6393 1.0398 -1.3915
H -5.3006 0.1136 -2.9489
H -6.8956 1.4171 -4.3705
H -6.1726 3.5975 -5.3639
H -3.8894 4.4863 -4.8637
H -2.3192 3.1620 -3.4516
H -0.9261 0.3874 -0.4850
H 1.3328 -1.6213 -0.8151
H 1.2222 0.5448 1.0153
H 3.1943 0.3652 2.5324
H 5.4958 -0.3987 2.7152
H 6.8264 -3.4313 0.9102
H 7.2871 -1.7936 1.4315
H 6.9074 -3.0308 2.6315
H 4.5371 -3.8843 0.3828
H 2.1805 -3.1447 0.2558
H -0.8129 -3.0410 -3.1910
H 0.8657 -3.2354 -3.7597
H 0.5376 -2.9222 -2.0424
H 1.8026 0.2700 -3.9236
H 2.2592 -0.7009 -2.4977
H 2.3041 -1.4310 -4.1244
C -4.2961 -0.5723 2.8387
C -3.1357 -1.5311 2.8342
O -2.0502 -0.8675 2.0989
C -0.8493 -1.4713 2.3121
C 0.4454 -0.7155 2.2964
O 1.2197 -0.6410 3.3726
C 0.7502 -1.0338 4.6578
S -0.6859 1.3676 2.7742
C 0.5631 2.4954 3.4879
C 0.1931 3.3522 4.5168
C 1.1982 4.1057 5.1307
C 2.5289 3.9713 4.7187
C 2.8597 3.1290 3.6477
C 1.8496 2.4332 2.9870
O -1.1964 1.9651 1.5540
O -1.5905 1.1657 3.9131
O -0.7156 -2.6728 2.5621
H -5.1325 -0.9695 3.4262
H -3.9804 0.3698 3.2991
H -4.6598 -0.3843 1.8209
H -2.7910 -1.7553 3.8572
H -3.3644 -2.4559 2.2900
H 1.6544 -1.1038 5.2656
H 0.0846 -0.2698 5.0665
H 0.2372 -1.9956 4.5764
H -0.8508 3.4137 4.8149
H 0.9237 4.7864 5.9357
H 3.3183 4.5254 5.2285
H 3.8868 2.9977 3.3150
H 2.0559 1.8567 2.0842
```

The value obtained for the LUMO energy is -0.04 eV. The HOMO energy comes out at -8.0 eV. The total energy is -2278.624209 Ha. Its spin multiplicity is 1. Its energy relative to the best compared isomer or geometry (same formula, charge and spin) is 58.7 kJ/mol.

B2F8Sn as an isolated structure. Source: the Open Molecules 2025 dataset; level of theory: wB97M-V/def2-TZVPD.

Geometry as XYZ:
```
11
B2F8Sn | the Open Molecules 2025 dataset | wB97M-V/def2-TZVPD
Sn -0.8193 1.1340 -0.8391
B -0.8881 -2.3638 -1.6412
F -2.0572 -1.6347 -1.9130
F -1.1866 -3.5772 -1.0848
F -0.1676 -2.5925 -2.8014
F -0.1037 -1.5665 -0.7225
B 1.0426 2.1380 1.8326
F -0.3716 2.0977 1.8456
F 1.4920 3.1248 2.6483
F 1.5863 0.9050 2.1780
F 1.4732 2.3351 0.4974
```

The value obtained for the LUMO energy is -5.16 eV. The HOMO energy comes out at -12.4 eV. The total energy is -1063.270946 Ha. Its spin multiplicity is 1. Its energy relative to the best compared isomer or geometry (same formula, charge and spin) is 150.3 kJ/mol.

C41H53BBaF3IN12S3 as an isolated structure. Source: the Open Molecules 2025 dataset; level of theory: wB97M-V/def2-TZVPD.

Geometry as XYZ:
```
115
C41H53BBaF3IN12S3 | the Open Molecules 2025 dataset | wB97M-V/def2-TZVPD
Ba 0.0161 0.9886 1.2195
C -0.5159 -3.8034 -3.0152
C -1.4097 -2.9845 -2.1440
C -2.7150 -3.2169 -1.7542
C -3.0426 -2.1362 -0.9069
N -2.0012 -1.3314 -0.7730
N -1.0121 -1.8439 -1.5513
B 0.1683 -0.8718 -1.6979
N 1.4757 -1.5237 -2.1421
N 2.0073 -2.3071 -1.1639
C 3.1538 -2.7676 -1.6256
C 3.3898 -2.2786 -2.9277
C 2.2978 -1.4865 -3.2142
C 2.0603 -0.6927 -4.4573
C 4.0326 -3.6810 -0.8047
C 4.1236 -5.0447 -1.4990
C 5.4347 -3.0718 -0.6991
C 3.4576 -3.8624 0.5978
N -0.3181 0.4167 -2.4288
N -0.2560 1.5679 -1.6955
C -0.8039 2.5279 -2.4335
C -1.2529 1.9992 -3.6502
C -0.9465 0.6513 -3.5884
C -1.3400 -0.4414 -4.5239
C -0.8992 3.9486 -1.9309
C -2.3708 4.3814 -1.9231
C -0.3444 4.0783 -0.5106
C -0.0981 4.8555 -2.8750
C -4.3710 -1.8181 -0.2651
C -4.2335 -0.6783 0.7430
C -4.9285 -3.0593 0.4339
C -5.3394 -1.3829 -1.3759
H -0.9794 -4.7705 -3.2070
H 0.4511 -3.9706 -2.5372
H -0.3278 -3.3308 -3.9817
H -3.3285 -4.0531 -2.0479
H 0.3700 -0.4896 -0.5895
H 4.2376 -2.4540 -3.5696
H 3.0200 -0.4784 -4.9282
H 1.5603 0.2542 -4.2530
H 1.4582 -1.2343 -5.1883
H 4.5435 -4.9489 -2.5018
H 3.1353 -5.4995 -1.5907
H 4.7614 -5.7233 -0.9272
H 5.8716 -2.9135 -1.6867
H 6.0978 -3.7340 -0.1376
H 5.3985 -2.1057 -0.1900
H 2.4604 -4.3029 0.5604
H 3.3802 -2.9050 1.1164
H 4.1051 -4.5221 1.1808
H -1.7667 2.5043 -4.4512
H -1.4545 -0.0551 -5.5358
H -2.2941 -0.8696 -4.2075
H -0.6121 -1.2497 -4.5411
H -2.9573 3.7512 -1.2529
H -2.8028 4.3175 -2.9231
H -2.4579 5.4144 -1.5793
H -0.9864 3.5682 0.2152
H -0.3233 5.1296 -0.2154
H 0.6830 3.7065 -0.4399
H -0.4664 4.7808 -3.8994
H 0.9577 4.5750 -2.8767
H -0.1791 5.8969 -2.5575
H -3.5218 -0.9327 1.5290
H -5.2011 -0.4766 1.2080
H -3.8901 0.2377 0.2611
H -4.2480 -3.4002 1.2153
H -5.0790 -3.8853 -0.2640
H -5.8917 -2.8309 0.8967
H -4.9569 -0.4957 -1.8841
H -6.3208 -1.1450 -0.9589
H -5.4631 -2.1738 -2.1183
F -3.7973 5.3413 2.8467
C -3.2190 5.1182 4.0377
F -3.9732 4.2262 4.6973
F -3.3226 6.2791 4.7285
C -1.7804 4.6923 3.9116
C -0.7996 5.4808 4.4765
C 0.5363 5.1155 4.3735
C 0.8155 3.9513 3.6858
N -0.1177 3.1775 3.1406
C -1.4248 3.5019 3.2301
S -2.5835 2.4263 2.5032
H -1.0805 6.3853 4.9986
H 1.3256 5.7133 4.8050
H 1.8408 3.6130 3.5581
N 2.6808 1.5407 -1.8926
C 3.3802 1.3280 -0.7621
N 2.8394 1.3468 0.4351
C 3.8041 1.0905 1.3972
C 5.0564 0.8713 0.9360
S 5.0694 0.9559 -0.7913
C 3.4247 1.1078 2.8148
C 4.2392 1.4163 3.8504
S 3.3756 1.2608 5.3390
C 1.9650 0.7992 4.4490
N 2.1242 0.7756 3.1527
N 0.7847 0.5303 5.0565
H 1.6869 1.7487 -1.8043
H 3.1536 1.7328 -2.7556
H 5.9415 0.6327 1.4999
H 5.2647 1.7411 3.8337
H 0.7703 0.3623 6.0466
H 0.1215 0.0074 4.5004
I -4.3888 -2.5155 4.8303
C -2.6329 -2.4880 3.7280
C -2.2058 -3.6147 3.0388
C -1.0614 -3.5295 2.2650
C -0.3675 -2.3313 2.2390
N -0.7671 -1.2519 2.9153
C -1.8960 -1.3186 3.6260
H -2.7714 -4.5356 3.0904
H -0.7166 -4.3703 1.6799
H 0.5328 -2.2342 1.6366
H -2.2288 -0.3972 4.0939
```

The value obtained for the LUMO energy is 0.11 eV. The HOMO energy comes out at -7.3 eV. The total energy is -4093.742476 Ha. Its spin multiplicity is 1. Its energy relative to the best compared isomer or geometry (same formula, charge and spin) is 80.5 kJ/mol.

One molecule with the formula C5H8N4. Source: the Open Molecules 2025 dataset; level of theory: wB97M-V/def2-TZVPD.

Geometry as XYZ:
```
17
C5H8N4 | the Open Molecules 2025 dataset | wB97M-V/def2-TZVPD
C -2.3630 0.0516 1.2120
C -0.7048 0.0369 1.0988
C 0.0897 -1.2458 -0.8133
C 1.9352 0.3280 -0.5856
C 2.9846 1.3131 -0.3444
H -3.0967 -0.9644 1.6077
H -2.4667 1.0343 1.9363
H -2.9328 0.3496 0.0916
H -0.2363 0.8657 0.4194
H 0.0140 0.0806 1.8816
H 0.1178 -2.2703 -1.2262
H -0.1429 -0.3633 -2.8500
H 1.7051 -0.1187 0.5559
N -0.3680 -1.1884 0.3023
N 0.0867 -0.1444 -1.8223
N 1.4127 0.4067 -1.7133
N 3.9653 1.8288 0.2496
```

Its SMILES is CC/N=C\N/N=C/C#N. The value obtained for the LUMO energy is 0.04 eV. The HOMO energy comes out at -9.6 eV. The total energy is -414.090438 Ha. Its spin multiplicity is 1. Its energy relative to the best compared isomer or geometry (same formula, charge and spin) is 634.6 kJ/mol.

One molecule with the formula CH2FOPS. Source: the Open Molecules 2025 dataset; level of theory: wB97M-V/def2-TZVPD.

Geometry as XYZ:
```
7
CH2FOPS | the Open Molecules 2025 dataset | wB97M-V/def2-TZVPD
C -1.0249 0.1499 0.9736
O 1.8031 0.7387 -1.8590
F 1.1515 -1.6245 -0.7843
P 0.5143 0.7693 0.8476
S 0.6610 0.1136 -1.2674
H -1.5728 0.2527 1.8952
H -1.5321 -0.3996 0.1943
```

Its SMILES is C=P#S(=O)F. The value obtained for the LUMO energy is -1.04 eV. The HOMO energy comes out at -9.9 eV. The total energy is -953.871397 Ha. Its spin multiplicity is 1. Its energy relative to the best compared isomer or geometry (same formula, charge and spin) is 226.4 kJ/mol.